[1]
# C45H46ClIN3O8PtS2Se

C45H46ClIN3O8PtS2Se as an isolated structure (ωB97M-V/def2-TZVPD, OMol25).

Geometry (Å):
Pt  -0.078  0.302  0.259
C  -3.355  1.354  7.748
C  -2.595  0.774  6.586
C  -2.186  1.575  5.527
C  -1.499  1.038  4.446
C  -1.217  -0.317  4.420
C  -1.612  -1.134  5.472
C  -2.297  -0.587  6.543
S  -0.378  -1.053  3.033
O  -1.445  -1.562  2.182
O  0.533  -2.016  3.602
N  0.326  0.136  2.270
C  1.714  0.486  2.554
C  2.650  0.146  1.380
O  3.855  0.073  1.556
O  2.081  0.045  0.214
H  -3.229  2.435  7.801
H  -3.019  0.924  8.692
H  -4.424  1.149  7.657
H  -2.404  2.637  5.546
H  -1.182  1.660  3.618
H  -1.368  -2.187  5.446
H  -2.603  -1.225  7.365
H  2.086  0.028  3.469
H  1.772  1.576  2.661
I  -5.787  -4.034  0.551
C  -4.478  -2.741  -0.446
C  -4.309  -1.385  0.192
C  -3.115  -0.584  -0.418
C  -2.597  -1.050  -1.750
C  -3.002  -2.199  -2.291
C  -3.923  -3.100  -1.596
C  -1.526  -0.248  -2.470
O  -1.596  -0.130  -3.686
O  -0.557  0.240  -1.771
H  -4.088  -1.528  1.252
H  -2.298  -0.652  0.324
H  -2.592  -2.500  -3.247
H  -4.119  -4.074  -2.025
C  4.264  2.798  -4.317
C  3.524  3.552  -3.215
C  3.102  2.649  -2.057
C  1.891  1.770  -2.344
N  0.688  2.559  -2.603
C  -0.104  3.093  -1.661
Se  0.111  2.943  0.183
N  -1.120  3.739  -2.274
C  -2.126  4.554  -1.610
C  -1.611  5.917  -1.161
C  -1.044  6.819  -2.259
C  0.386  6.478  -2.687
C  -1.011  3.557  -3.643
C  -1.798  3.992  -4.700
C  -1.396  3.625  -5.971
C  -0.246  2.855  -6.179
C  0.540  2.430  -5.125
C  0.139  2.801  -3.849
H  4.485  3.444  -5.168
H  3.680  1.954  -4.688
H  5.208  2.398  -3.942
H  2.645  4.050  -3.636
H  4.167  4.348  -2.832
H  2.883  3.243  -1.167
H  3.923  1.979  -1.785
H  1.695  1.117  -1.496
H  2.037  1.131  -3.214
H  -2.494  3.997  -0.751
H  -2.950  4.663  -2.316
H  -0.852  5.766  -0.389
H  -2.456  6.413  -0.675
H  -1.052  7.846  -1.884
H  -1.709  6.809  -3.130
H  1.012  6.281  -1.813
H  0.834  7.308  -3.236
H  0.432  5.603  -3.334
H  -2.692  4.578  -4.543
H  -1.989  3.932  -6.823
H  0.029  2.576  -7.188
H  1.418  1.823  -5.289
O  -10.158  1.125  -1.297
C  -9.405  1.361  -0.193
O  -9.830  2.072  0.673
C  -8.076  0.681  -0.142
C  -7.409  0.236  -1.281
C  -6.196  -0.419  -1.170
C  -5.626  -0.638  0.081
S  -3.460  1.191  -0.410
C  -6.285  -0.177  1.215
C  -7.496  0.483  1.107
H  -9.728  0.458  -1.844
H  -7.804  0.430  -2.273
H  -5.677  -0.755  -2.060
H  -5.833  -0.327  2.188
H  -8.012  0.851  1.983
Cl  -1.091  -8.578  -0.219
C  -0.547  -6.923  -0.293
C  0.581  -6.610  -1.044
C  1.011  -5.303  -1.103
C  0.321  -4.269  -0.422
C  0.737  -2.936  -0.491
C  -0.817  -4.634  0.341
C  -1.243  -5.942  0.405
H  1.110  -7.394  -1.570
H  1.889  -5.050  -1.683
H  1.624  -2.624  -1.020
H  0.154  -2.170  0.009
H  -1.334  -3.862  0.899
H  -2.109  -6.213  0.993

Properties
highest occupied orbital energy (spin up / spin down) = -4.87 / -5.74 eV
spin multiplicity = 5
gap between HOMO and LUMO (spin up / spin down) = 0.24746 / 0.21796 hartree
strongest force on any atom = 0.28 eV/A
net charge = -1

[2]
# C45H47BrO22

A 5-piece molecular cluster, C45H47BrO22 overall at a distorted geometry (ωB97M-V/def2-TZVPD, OMol25).

Geometry (Å):
C  9.785  -2.846  -2.826
O  8.681  -1.836  -2.850
C  9.232  -0.513  -3.279
C  7.974  0.361  -3.900
C  7.023  1.024  -2.703
C  6.165  2.319  -3.322
C  4.640  1.871  -3.826
C  3.672  1.499  -2.550
C  2.408  2.575  -2.349
C  1.229  2.072  -3.371
C  -0.212  2.836  -3.203
C  -1.367  1.745  -3.728
C  -1.329  1.204  -5.115
O  -0.320  1.598  -6.154
C  -2.445  0.091  -5.604
O  -2.714  0.010  -6.909
C  -3.097  -0.866  -4.423
C  -3.582  -2.368  -4.864
C  -5.057  -2.418  -5.608
O  -5.619  -1.316  -6.172
O  -5.708  -3.769  -5.648
C  -3.174  -0.313  -3.012
C  -3.774  -1.204  -1.772
C  -5.216  -0.686  -1.185
C  -5.124  -0.180  0.396
Br  -6.112  0.735  -2.272
C  -2.591  1.221  -2.721
O  -3.037  1.998  -1.711
H  9.825  -3.442  -3.836
H  10.830  -2.343  -2.653
H  9.548  -3.557  -1.927
H  9.633  0.104  -2.347
H  10.146  -0.621  -4.019
H  7.300  -0.428  -4.489
H  8.320  1.167  -4.682
H  7.680  1.318  -1.775
H  6.309  0.147  -2.350
H  6.797  2.672  -4.262
H  6.129  3.220  -2.575
H  4.192  2.662  -4.566
H  4.813  0.878  -4.464
H  4.327  1.491  -1.579
H  3.255  0.399  -2.755
H  2.852  3.632  -2.619
H  2.062  2.484  -1.233
H  1.669  2.144  -4.468
H  1.053  0.912  -3.178
H  -0.432  3.184  -2.104
H  -0.320  3.775  -3.906
H  -0.577  2.516  -6.522
H  -2.796  -2.749  -5.677
H  -3.565  -3.169  -4.009
H  -4.981  -4.459  -5.458
H  -2.998  -1.129  -0.871
H  -3.879  -2.352  -2.012
H  -5.944  -1.628  -1.198
H  -6.101  -0.507  0.959
H  -4.996  0.980  0.484
H  -4.225  -0.722  0.946
O  -2.618  -0.242  2.193
C  -2.393  -0.106  3.390
C  -2.999  -0.980  4.407
C  -2.746  -0.794  5.704
O  -3.309  -1.613  6.665
C  -1.849  0.300  6.168
O  -1.650  0.457  7.368
C  -1.224  1.158  5.150
C  -1.474  0.971  3.853
O  -0.889  1.772  2.890
H  -3.650  -1.769  4.056
H  -2.975  -1.275  7.525
H  -0.560  1.938  5.500
H  -1.228  1.438  2.031
O  -0.095  -1.998  3.821
C  1.045  -2.280  4.175
C  1.315  -3.209  5.284
C  2.567  -3.482  5.656
O  2.828  -4.356  6.694
C  3.731  -2.857  4.969
O  4.870  -3.113  5.345
C  3.462  -1.947  3.845
C  2.210  -1.677  3.471
O  1.949  -0.824  2.414
H  0.459  -3.654  5.775
H  3.807  -4.386  6.771
H  4.318  -1.513  3.344
H  0.970  -0.790  2.342
O  -2.466  -6.595  12.323
C  -2.421  -5.630  11.568
C  -1.168  -4.916  11.279
C  -1.157  -3.858  10.466
O  0.019  -3.184  10.188
C  -2.406  -3.360  9.828
O  -2.367  -2.374  9.100
C  -3.656  -4.088  10.098
C  -3.666  -5.148  10.908
O  -4.836  -5.839  11.164
H  -0.267  -5.287  11.752
H  -0.235  -2.458  9.578
H  -4.553  -3.726  9.613
H  -4.583  -6.562  11.779
O  -1.840  4.301  -7.649
C  -2.513  5.178  -7.119
C  -2.348  6.602  -7.451
C  -3.086  7.534  -6.844
O  -2.938  8.874  -7.153
C  -4.094  7.170  -5.811
O  -4.744  8.051  -5.257
C  -4.276  5.745  -5.496
C  -3.541  4.813  -6.106
O  -3.708  3.471  -5.817
H  -1.610  6.853  -8.202
H  -3.581  9.346  -6.580
H  -5.025  5.493  -4.756
H  -3.061  2.999  -6.386

Properties
highest occupied orbital energy = -9.52 eV
gap between HOMO and LUMO = 0.27699 hartree
SMILES string = COCCCCCCCCCC1=C(O)C(=O)C(CC(=O)O)=C(C[C@@H](C)Br)C1=O.O=C1C=C(O)C(=O)C=C1O.O=C1C=C(O)C(=O)C=C1O.O=C1C=C(O)C(=O)C=C1O.O=C1C=C(O)C(=O)C=C1O
strongest force on any atom = 9.83 eV/A
net charge = 0

Energy above the lowest of the compared OMol25 structures with the same formula, charge and spin values (in kcal/mol) by entry order: 0.0 297.2.